Here is C21H46AsIN2O3SSi4TeTi as an isolated structure in a non-equilibrium geometry from OMol25. Energies are from ωB97M-V/def2-TZVPD.

Atoms and positions in Å:
I 2.331542 -4.876190 -7.391011
Te 1.059876 0.782730 1.157000
As -1.321733 -4.242189 1.570518
Ti 0.042118 -2.170488 0.814353
S -1.022846 -0.380929 1.416579
Si -1.879706 2.120146 -1.690928
Si -0.103172 2.738764 -0.247767
Si -1.144485 4.083955 1.468616
Si 1.592510 4.028651 -1.214805
O 1.841621 -2.595089 -0.526035
O 1.170319 -2.657661 2.402807
O -0.206978 -2.162655 -1.124281
N 2.578682 -2.698110 4.234160
N 3.325531 -3.493634 2.158741
C -2.714976 3.648081 -2.444265
C 2.374796 4.884500 0.277306
C 0.605653 -3.888754 -5.074219
C 2.888396 -4.223439 -4.381092
C 3.049097 3.246761 -2.081943
C 2.340079 -2.922241 2.912168
C -1.641787 5.928378 1.015639
C -3.171063 1.147520 -0.682126
C 1.511797 -2.177823 5.119023
C -1.272347 1.011870 -3.118024
C 0.992965 -2.653365 -1.464130
C -0.008821 4.079460 2.956361
C -0.479662 -6.004796 1.778791
C -2.930088 -4.560253 0.558960
C 0.755384 5.449639 -2.222720
C 2.593483 -3.676905 -3.146085
C 1.257103 -3.297596 -2.796597
C -1.770724 -3.935608 3.479939
C -2.825096 3.455001 2.183156
C 1.889060 -4.268319 -5.363712
C 0.260498 -3.420072 -3.769387
H 3.473107 2.425471 -1.507256
H 0.560091 -2.401924 4.610747
H 4.247853 -3.515783 2.573955
H 1.146091 6.464490 -2.090616
H 3.371403 -3.610635 -2.413434
H 3.550682 -2.535972 4.470628
H -0.169639 0.956810 -3.053507
H -3.570010 -3.694232 0.555263
H 3.927479 -4.530579 -4.601686
H 0.526873 3.035802 2.937423
H -1.540718 -0.048257 -2.957041
H -0.570445 -6.639675 0.890928
H -3.829744 3.682094 -2.039278
H 2.625987 4.123696 1.044602
H -3.646775 0.429594 -1.402990
H -0.994204 -4.362311 4.089257
H 0.560182 -5.859332 1.975882
H 3.785186 4.069847 -2.225756
H -1.854188 -2.895612 3.726304
H 0.784447 5.098298 -3.282128
H -0.122482 -3.897387 -5.886696
H -0.625670 4.036906 3.888647
H 2.856634 2.889414 -3.142462
H -3.670465 4.168873 2.142407
H 1.784883 5.727819 0.608362
H 1.604312 -2.749351 6.065281
H -3.151059 2.534817 1.648588
H -3.537129 -5.345890 1.019189
H -2.809263 3.517788 -3.509923
H 0.688955 4.906849 2.845823
H -2.734902 -4.434347 3.609569
H -0.915519 6.407986 0.338861
H -0.923649 -6.568048 2.585101
H -2.207243 4.596746 -2.206870
H -0.273429 5.518578 -1.849231
H -1.702310 6.635737 1.894413
H -3.904625 1.776189 -0.143847
H -2.648335 0.453360 0.009173
H 3.308786 5.305111 -0.075009
H -2.653716 -4.801467 -0.480180
H 1.618499 -1.106784 5.383830
H 3.281639 -3.363555 1.150641
H -1.689596 1.303527 -4.134477
H -2.566843 5.824205 0.442221
H -0.755807 -3.063106 -3.516578
H -2.602351 3.234902 3.246881

Atoms 1-2, force components in eV/Å:
I -0.2 0.3 1.3
Te -0.3 0.0 -0.4

Computed properties:
Orbital gap = 5.8 eV
LUMO = -7.3596 eV
Net charge = +2
Energy = -173330.5397 eV

Here is a 15-piece molecular cluster, C21H46BCl28N2O overall in a non-equilibrium geometry from OMol25. Energies are from ωB97M-V/def2-TZVPD.

Atoms and positions in Å:
Cl -1.580876 -2.072859 -3.359091
Cl -8.479707 -3.264845 -2.156911
Cl -6.155285 -7.544619 -1.277372
Cl -0.097710 0.369403 -2.645629
Cl -4.555587 -1.995738 7.540906
Cl -5.144542 -6.559365 -8.048455
Cl -6.957954 -4.102812 6.850792
Cl -4.328359 -3.694064 -5.533130
Cl 5.309501 3.286497 -8.266106
Cl 6.430260 0.683469 -7.510648
Cl -7.772294 -4.247633 4.036924
Cl -4.569389 -1.269624 3.774428
Cl 2.321468 0.283611 -4.759744
Cl -5.453515 -9.089725 -3.676415
Cl -4.634806 -2.198705 0.471359
Cl 10.063377 10.638880 1.816995
Cl -3.786994 1.062733 5.365833
Cl -7.762084 -0.429910 -1.949265
Cl 6.664391 6.327736 3.196895
Cl 6.054779 2.272677 -1.815651
Cl -5.427782 -4.463828 -1.208743
Cl -2.624014 -7.221940 -6.705553
Cl -6.712324 -5.226796 -4.788984
Cl 9.866662 8.038693 3.147062
Cl -2.522071 -1.876512 9.647305
Cl 7.502210 1.847452 0.690283
Cl 2.993520 0.294471 -7.609151
Cl 7.820269 3.756027 3.982355
O -0.330607 0.998301 3.279911
N 2.056146 2.785054 3.798399
N 0.015919 1.491365 0.871794
C 7.578574 1.765935 -1.075580
C -3.907557 -7.792797 -7.781991
C -4.070686 0.416678 3.739675
C 2.009254 1.841490 2.619477
C 6.774418 2.380629 -7.880751
C -8.598580 -1.794148 -1.187993
C 4.110007 3.128569 1.851168
C -0.887585 2.672187 0.708986
C 4.516436 2.678972 3.262014
C 9.078899 9.197671 2.061567
C -6.689637 -8.120059 -2.863028
C -6.421431 -4.268200 5.176940
C 2.848591 2.327682 1.436302
C -4.950702 -5.091350 -4.647575
C -4.903868 -2.779246 -1.178268
C 3.448211 3.218264 4.202558
C 3.430995 -0.308567 -6.010484
C 8.152285 5.386270 3.376015
C -3.814020 -1.012023 8.806643
C -0.796399 -0.603792 -3.955651
C -0.807907 0.246100 0.664997
B 0.490009 1.444431 2.238428
H 7.440656 2.416176 -8.734186
H 8.368483 2.423127 -1.418408
H 8.132838 9.489883 2.501537
H 7.243967 2.832966 -7.015681
H 2.277965 2.891673 0.703701
H -1.536074 -0.007085 -4.476044
H 5.438629 3.163130 3.573170
H -5.676892 -2.168365 -1.631755
H 8.632279 5.306103 2.408612
H 7.783602 0.742720 -1.366237
H -4.853861 0.999812 3.268261
H -5.764012 -3.439339 4.946094
H 4.907825 2.998774 1.131222
H 3.201785 1.418702 0.954237
H 3.831382 4.177003 1.963568
H -1.766619 0.309479 1.180444
H -3.153698 0.490302 3.172991
H -3.980870 -2.686704 -1.738411
H -4.578508 -0.744352 9.526192
H -0.411906 1.626676 4.011428
H 8.918504 8.717473 1.103590
H -6.889022 -7.244624 -3.471072
H -1.765099 2.349299 0.157061
H 0.001288 -0.888461 -4.626786
H -3.395026 -0.120826 8.353297
H 1.639085 2.304787 4.595497
H 4.431258 0.028098 -5.771245
H -1.226060 3.092123 1.660232
H -0.230739 -0.606015 1.017445
H -7.581024 -8.721832 -2.731625
H -4.502325 -5.990786 -5.053792
H 3.683867 2.929563 5.221826
H 8.798613 5.891037 4.076599
H 3.388069 -1.391496 -6.023647
H 4.625883 1.597683 3.317464
H 3.470640 4.300305 4.121274
H -4.696586 -4.979932 -3.601519
H -9.644137 -1.535382 -1.072211
H -3.466514 -8.053828 -8.736390
H -0.421981 3.436220 0.090572
H -8.145969 -1.979331 -0.219641
H -1.007113 0.159024 -0.402180
H -4.375343 -8.660550 -7.331937
H 1.490366 3.606214 3.592659
H 2.464073 0.917195 2.976754
H -5.893591 -5.208726 5.073197

Atoms 1-2, force components in eV/Å:
Cl 0.1 0.1 0.0
Cl -0.1 0.1 0.0

Computed properties:
Orbital gap = 8.5 eV
LUMO = -3.2522 eV
Net charge = +1
Energy = -378850.2410 eV

Here is C21H46NOP3STm as an isolated structure in a non-equilibrium geometry from OMol25. Energies are from ωB97M-V/def2-TZVPD.

Atoms and positions in Å:
Tm 0.483359 -0.884974 -0.501368
S 0.528102 1.933256 -1.429037
P 2.279870 1.334526 0.713343
P -1.876952 4.011186 -2.511006
P -1.475150 0.006357 1.307451
O 1.297912 -2.296414 0.822113
N 1.363473 -4.209582 2.006276
C -1.201587 -0.534366 3.036613
C -1.328555 -1.211593 -2.168972
C -3.141380 -0.711035 1.052609
C -1.939435 1.757414 1.585377
C 1.650920 -4.974765 3.224114
C -0.035759 -1.432773 -2.696813
C 0.645400 -2.644378 -2.441710
C -1.647370 5.057908 -1.068036
C 2.010304 -2.168565 3.149213
C -3.033597 2.680765 -2.154790
C 3.287696 2.544305 -0.257026
C -0.104870 -3.741027 -1.992500
C 1.534693 0.545172 -2.166888
C -2.023770 -2.308788 -1.609696
C -2.510706 4.951941 -3.901330
C 0.778512 -0.273565 -3.211449
C 3.643791 0.578567 1.691347
C 1.531153 -2.901916 1.944036
C 0.825018 -4.925153 0.853492
C -1.418638 -3.564449 -1.561370
C 1.564854 2.444203 1.982869
H -1.082378 2.337019 1.943837
H -2.764029 1.797497 -2.749692
H -1.089670 -1.625560 3.068438
H 0.141137 0.420592 -3.774939
H -0.204842 -4.603908 0.636146
H -3.783163 -0.516493 1.924508
H 4.158438 2.848889 0.338554
H 4.598817 1.046728 1.428545
H 0.968253 3.227601 1.506022
H 0.814972 -5.987199 1.108001
H 3.028485 -2.499826 3.409040
H 0.348586 -4.733356 -2.018824
H -3.045593 -1.793903 0.905245
H 1.357358 -2.356703 4.015577
H -3.051696 -2.178277 -1.265972
H 2.020671 -1.092770 2.944610
H 2.302396 1.134603 -2.692755
H 0.993459 -4.686010 4.055726
H -2.413321 5.847079 -1.056562
H 1.476997 -6.026512 2.991105
H 3.706879 -0.490021 1.458903
H -2.062802 -0.242269 3.655653
H -4.045741 3.002869 -2.438558
H 3.635527 2.084518 -1.190436
H -0.618207 3.418091 -2.827538
H -3.036824 2.408592 -1.092683
H -3.577078 5.172789 -3.750078
H -2.746911 1.814468 2.330523
H -0.653885 5.526932 -1.103083
H -3.598388 -0.280065 0.152749
H 1.531633 -0.659598 -3.917032
H -2.394472 4.359951 -4.819828
H -0.290477 -0.079072 3.444787
H 2.376029 2.902945 2.562136
H -1.723162 4.473300 -0.141167
H 0.924049 1.873755 2.664647
H 3.467551 0.706044 2.764717
H -2.285825 2.211222 0.650425
H 2.694965 -4.849171 3.537090
H -1.991789 -4.425852 -1.212686
H 2.681083 3.421548 -0.517394
H 1.679403 -2.756880 -2.803200
H -1.954353 5.891997 -4.010731
H 2.175881 -0.113182 -1.502875
H -1.806291 -0.226652 -2.272815
H 1.451070 -4.768034 -0.035021

Atoms 1-2, force components in eV/Å:
Tm 0.8 2.2 3.2
S -0.5 -2.3 0.1

Computed properties:
2S+1 = 3
Orbital gap (alpha / beta) = 6.9 / 7.0 eV
LUMO (alpha / beta) = -8.7694 / -8.7550 eV
Net charge = +3
Energy = -94270.2469 eV
Energy above the lowest of the compared OMol25 structures with the same formula, charge and spin = 0.0000 eV